C39H57BN12O2S4V as an isolated structure, computed with wB97M-V/def2-TZVPD.

Output
Expectation value of S² = 1.003
Relative energy (zero: lowest compared OMol25 entry of this formula, charge and spin) = 5.5 kcal per mole
Frontier orbital gap (spin up / spin down) = 6.599 / 6.967 eV

ORCA input file:
```
! wB97M-V def2-TZVPD RIJCOSX def2/J DEFGRID3
* xyz 2 2
V 1.69557 1.23627 -0.07095
C 3.11992 -2.39171 3.47313
C 1.99735 -2.53440 2.51009
C 1.36976 -3.72720 2.25239
C 0.31042 -3.77459 1.31379
N -0.09258 -2.69053 0.69993
N 0.48764 -1.53135 0.94710
B -0.11404 -0.24465 0.40671
N -1.11686 -0.52632 -0.73153
N -2.29247 -1.06389 -0.48329
C -3.12765 -1.28529 -1.47024
C -2.81793 -0.87476 -2.78758
C -1.59569 -0.31624 -3.06186
C -1.22480 0.17524 -4.41524
C -0.70738 -0.18466 -1.96403
S 0.88521 0.37864 -2.07866
C -4.44286 -1.94906 -1.12225
C -5.20277 -2.42417 -2.36165
C -4.14846 -3.17612 -0.25468
C -5.29202 -0.91824 -0.36295
N -0.86430 0.47278 1.53910
N -1.52898 -0.31468 2.35896
C -2.25414 0.18313 3.32965
C -2.26636 1.57659 3.56852
C -1.57024 2.41358 2.72724
C -1.45965 3.87900 2.95369
C -0.88209 1.81717 1.63858
S -0.04216 2.71341 0.45343
C -3.02950 -0.83201 4.14131
C -3.86529 -0.18773 5.24428
C -3.96823 -1.57305 3.17937
C -2.02789 -1.81983 4.75418
C 1.53212 -1.40074 1.79572
S 2.23744 0.13601 1.92757
C -0.47989 -5.03670 1.05377
C 0.31244 -6.30793 1.36211
C -1.69242 -4.96614 1.99689
C -0.92507 -5.07193 -0.41064
H 3.46264 -3.36327 3.81415
H 2.80001 -1.80946 4.33708
H 3.94479 -1.85337 3.00902
H 1.68868 -4.61998 2.76399
H -3.55012 -0.97526 -3.57120
H -1.40211 -0.59178 -5.16689
H -0.18307 0.48524 -4.44956
H -1.85413 1.02987 -4.66612
H -4.57967 -3.07579 -2.97128
H -5.55833 -1.59562 -2.96918
H -6.07115 -2.99576 -2.04406
H -3.77079 -3.98047 -0.87859
H -5.05324 -3.51966 0.23425
H -3.40070 -2.93627 0.48915
H -5.57374 -0.09729 -1.01999
H -4.73903 -0.51649 0.48048
H -6.20251 -1.38319 0.00452
H -2.79639 1.98341 4.41500
H -2.09880 4.19673 3.77145
H -1.71978 4.43314 2.05425
H -0.42698 4.13172 3.19876
H -4.56633 0.53194 4.82812
H -3.24029 0.29896 5.98851
H -4.44233 -0.96052 5.74441
H -4.75592 -0.90719 2.83350
H -4.43099 -2.41089 3.69224
H -3.41229 -1.94002 2.32273
H -1.34287 -1.30518 5.42448
H -1.45462 -2.31103 3.97272
H -2.56578 -2.57162 5.32356
H 0.49924 -6.42038 2.42614
H 1.25636 -6.32337 0.82327
H -0.27284 -7.16656 1.04771
H -1.37257 -5.05634 3.03251
H -2.36989 -5.78591 1.78136
H -2.22599 -4.02826 1.87867
H -0.06978 -5.27543 -1.05019
H -1.36047 -4.12311 -0.70504
H -1.65375 -5.86314 -0.55902
N 0.84484 8.05239 -4.29815
C 1.42957 6.87591 -3.98210
C 0.83842 6.02491 -3.03336
C 1.40968 4.81123 -2.73135
C 2.59416 4.43223 -3.34646
C 3.20002 5.24851 -4.28986
C 2.61778 6.45775 -4.60774
S 3.21621 2.83493 -2.92343
O 2.62787 1.81485 -3.77605
O 4.68319 2.72198 -2.98860
N 2.71334 2.49954 -1.41136
C 3.26821 3.15071 -0.39263
N 2.90147 2.62679 0.79553
C 3.39786 3.17163 1.89673
C 4.27824 4.23942 1.83218
C 4.57930 4.72351 0.56117
N 4.07753 4.19523 -0.53952
H 0.05519 8.38117 -3.77014
H 1.31320 8.70618 -4.89719
H -0.07118 6.32801 -2.53904
H 0.93965 4.14714 -2.01685
H 4.11585 4.93455 -4.76826
H 3.07433 7.10467 -5.34092
H 3.08766 2.73160 2.83922
H 4.70692 4.67433 2.71926
H 5.24299 5.56442 0.40825
N 5.01912 0.34896 -3.93037
C 5.10051 -0.68309 -2.87511
C 4.10669 -0.29243 -1.75763
N 3.54756 -1.35000 -0.94052
H 5.75030 0.26151 -4.63624
H 5.05106 1.36042 -3.49125
H 4.08541 0.34984 -4.36582
H 6.12000 -0.72528 -2.49366
H 4.84886 -1.66191 -3.29135
H 3.27032 0.19618 -2.26154
H 4.58701 0.42999 -1.08964
H 4.27104 -1.85602 -0.43772
H 3.04920 -2.01810 -1.52133
*
```

Results of the Löwdin charge analysis, in e, for atoms 1 through 2: number 1, V, carries 0.28; number 2, C, carries -0.04